No. 1
Below is one molecule with the formula F4O2P2 in a non-equilibrium geometry, with properties calculated with ωB97M-V/def2-TZVPD.

Geometry as ORCA input:
```
! wB97M-V def2-TZVPD RIJCOSX def2/J DEFGRID3
* xyz 0 1
O 2.73575 0.42454 0.52849
P 1.94975 0.93382 -0.54545
O 0.71109 -0.13839 -0.53915
P -0.73902 -0.21337 -0.00654
F -0.73178 -1.78329 -0.37256
F -1.31221 -0.65826 1.38588
F -1.78624 0.10067 -1.07246
F -0.68463 1.36413 0.39739
*
```

Electronic energy ... -1232.8465 a.u.
E_HOMO ... -11.84 eV
Max |F| ... 0.05624 hartree/bohr
Relative energy (zero: lowest compared OMol25 entry of this formula, charge and spin) ... 20.4 kcal/mol
Orbital gap ... 10.83 eV


No. 2
Below is F5Li3Sr as an isolated structure in a non-equilibrium geometry, with properties calculated with ωB97M-V/def2-TZVPD.

Geometry as ORCA input:
```
! wB97M-V def2-TZVPD RIJCOSX def2/J DEFGRID3
* xyz 0 1
Sr -6.43419 -6.17549 17.40237
Li -4.29773 -6.47365 21.27721
Li -5.38433 -4.27340 20.40319
Li -3.56098 -7.59264 18.37574
F -5.99327 -5.43858 22.14693
F -4.93389 -6.05006 19.46280
F -5.04681 -8.23995 21.34476
F -3.97333 -6.41668 16.66755
F -3.46228 -3.99625 21.05637
*
```

Electronic energy ... -552.7927 a.u.
E_HOMO ... -7.72 eV
Max |F| ... 0.06609 hartree/bohr
Relative energy (zero: lowest compared OMol25 entry of this formula, charge and spin) ... 36.4 kcal/mol
Orbital gap ... 4.14 eV


No. 3
Below is a 11-piece molecular cluster, F6H20O10P overall in a non-equilibrium geometry, with properties calculated with ωB97M-V/def2-TZVPD.

Geometry as ORCA input:
```
! wB97M-V def2-TZVPD RIJCOSX def2/J DEFGRID3
* xyz -1 1
P 13.23003 1.70440 -4.78884
F 12.15159 2.37050 -5.78548
F 13.18253 0.36715 -5.78290
F 14.48729 2.11996 -5.69872
F 14.18988 0.94721 -3.70664
F 13.47628 3.13334 -4.05706
F 11.99834 1.24014 -3.87480
O 14.71743 0.12525 -8.53062
H 14.19867 0.75722 -9.03595
H 14.08427 -0.27696 -7.92384
O 17.05566 0.46125 -6.75801
H 16.34101 0.46131 -7.40619
H 16.67628 0.01670 -5.97660
O 16.18829 0.90786 -1.62680
H 15.39360 0.79683 -2.16896
H 16.14096 0.20258 -0.97483
O 12.27229 -1.48836 -3.36470
H 11.54290 -1.65437 -3.96739
H 12.71013 -0.70142 -3.73403
O 16.61808 3.47897 -4.36731
H 15.80250 3.08546 -4.03004
H 16.39825 4.40708 -4.49019
O 12.46872 3.05481 -8.54785
H 12.81432 2.67160 -9.35912
H 12.07177 2.31223 -8.07289
O 15.87509 -1.18278 -4.82405
H 16.06240 -1.48632 -3.93036
H 15.00756 -1.54662 -5.03483
O 15.94455 3.41224 -7.79191
H 15.43259 2.66453 -7.46256
H 16.65249 3.49899 -7.14421
O 12.27058 -0.53115 -0.58485
H 12.60733 -0.66901 -1.48565
H 12.92007 -0.95029 -0.01310
O 10.29739 4.42525 -6.67315
H 10.50003 5.36447 -6.66039
H 11.11626 4.00575 -6.96765
*
```

Electronic energy ... -1705.2726 a.u.
E_HOMO ... -7.21 eV
Max |F| ... 0.03353 hartree/bohr
Relative energy (zero: lowest compared OMol25 entry of this formula, charge and spin) ... 29.5 kcal/mol
Orbital gap ... 9.78 eV


No. 4
Below is F6Li5 as an isolated structure in a non-equilibrium geometry, with properties calculated with ωB97M-V/def2-TZVPD.

Geometry as ORCA input:
```
! wB97M-V def2-TZVPD RIJCOSX def2/J DEFGRID3
* xyz -1 1
Li -1.91486 1.59172 1.66223
Li -0.16922 0.09243 0.13370
Li 1.65821 -1.21548 2.09543
Li 2.26484 0.29632 -1.55784
Li -1.63435 -1.20118 -1.92564
F -1.42400 2.34378 -0.23967
F -1.70109 -2.10377 0.24742
F 1.48445 1.77957 -0.23595
F 1.67823 -1.20592 -0.01023
F 0.22890 -0.26675 -2.09478
F -0.47112 -0.11073 1.92533
*
```

Electronic energy ... -637.2123 a.u.
E_HOMO ... -4.49 eV
Max |F| ... 0.05694 hartree/bohr
Orbital gap ... 6.46 eV